Record 1
The following is a quantum chemistry calculation of C19H29BF2N6Tc as an isolated structure, from the Open Molecules 2025 dataset.

Output
- Charge: +2
- HOMO (spin up / spin down): -15.672 / -15.654 eV
- Orbital gap (spin up / spin down): 6.42 / 6.81 eV
- 2S+1: 2
- <S²>: 0.929
- Total energy: -37409.3354 eV

```
58
Properties=species:S:1:pos:R:3:forces:R:3
Tc -0.359220 -0.249386 0.091932 1.27 -0.89 -0.50
C -2.970874 -1.555158 -0.646422 0.10 -0.05 -0.07
C -3.382795 -0.779177 -1.894854 0.03 0.08 0.11
C -4.626207 0.079579 -1.624547 0.01 0.02 0.03
C -2.254340 0.038085 -2.444138 0.02 0.04 0.12
C -2.154065 0.649675 -3.681803 -0.06 -0.04 -0.22
C -0.870931 1.168264 -3.746678 0.13 0.04 -0.22
N -0.231082 0.909142 -2.606785 -0.27 0.23 0.22
N -1.084362 0.226997 -1.786457 -0.13 0.12 0.78
B 1.227142 1.152008 -2.169077 0.02 -0.11 -0.08
N 1.833487 -0.233667 -1.789004 0.14 -0.10 0.20
C 2.876629 -0.891406 -2.286633 0.07 0.08 -0.21
C 3.012032 -2.115591 -1.642133 0.17 0.01 -0.08
C 1.987280 -2.170914 -0.722677 -0.09 0.17 -0.23
N 1.260880 -1.008834 -0.815727 -0.15 0.09 0.14
C 1.667539 -3.253465 0.247621 0.07 0.10 0.04
C 0.410362 -2.905968 1.008301 -0.08 -0.06 0.10
C 2.841306 -3.505705 1.205062 -0.01 0.01 0.08
N 1.202781 1.976424 -0.873828 0.00 0.03 0.13
C 1.712853 3.167700 -0.615274 0.16 0.28 -0.10
C 1.460043 3.498349 0.711934 0.05 0.13 0.10
C 0.768871 2.433693 1.249576 0.04 -0.13 -0.14
N 0.607559 1.492940 0.256785 -0.37 -0.31 0.28
C 0.349043 2.246108 2.679915 0.18 0.03 -0.01
C 0.322984 3.581964 3.427628 0.05 -0.02 0.03
C 1.301319 1.251103 3.376985 -0.03 0.10 0.02
H -3.585042 -2.444599 -0.502106 0.02 0.03 0.01
H -3.092900 -0.951057 0.247473 -0.07 0.01 -0.02
H -1.931988 -1.942444 -0.729344 -0.18 0.03 -0.06
H -3.633376 -1.493216 -2.677860 0.00 -0.08 -0.10
H -4.405648 0.861816 -0.892058 -0.02 -0.06 -0.05
H -5.433793 -0.542131 -1.233119 0.06 0.05 -0.04
H -4.980111 0.556797 -2.538638 0.02 -0.01 0.05
H -2.907612 0.666858 -4.454409 0.10 0.02 0.06
H -0.359271 1.676749 -4.554597 -0.09 -0.07 0.12
H 1.866501 1.696095 -3.020309 -0.10 -0.13 0.12
H 3.461933 -0.454022 -3.085806 -0.08 -0.07 0.11
H 3.761928 -2.873422 -1.822608 -0.11 0.16 0.02
H 1.501321 -4.161819 -0.333068 -0.08 -0.08 -0.05
H 0.632135 -2.101097 1.723502 0.00 0.10 0.08
H 0.034145 -3.743107 1.598360 -0.04 0.11 0.04
H -0.415210 -2.628143 0.331791 0.02 -0.17 0.03
H 3.095686 -2.593743 1.755092 -0.02 -0.09 -0.05
H 3.728969 -3.840101 0.668783 -0.04 0.03 0.01
H 2.573156 -4.280737 1.926529 0.03 0.06 -0.07
H 2.232728 3.721456 -1.386237 -0.06 -0.07 0.10
H 1.754534 4.399997 1.225665 -0.03 -0.09 -0.09
H -0.668595 1.858994 2.694501 0.01 0.15 -0.04
H 1.331128 3.989685 3.538866 -0.09 -0.02 -0.02
H -0.081230 3.431106 4.428848 0.03 0.01 -0.03
H -0.301206 4.319887 2.921046 0.02 -0.06 0.02
H 2.265326 1.728984 3.565279 -0.06 -0.05 -0.04
H 1.495596 0.356450 2.774156 -0.03 0.05 0.04
H 0.894911 0.941609 4.344650 0.05 0.05 -0.08
F -1.986016 0.560461 1.406482 -0.12 -0.03 0.05
C -1.132218 -0.388223 2.024168 -0.72 0.59 -0.76
F -1.836385 -1.501074 2.155207 0.04 -0.23 0.24
H -0.787629 -0.030768 2.990059 0.24 0.03 -0.11
```
Forces are in eV/Å.


Record 2
The following is a quantum chemistry calculation of C19H29HgN3NbO as an isolated structure, from the Open Molecules 2025 dataset.

Output
- Charge: +2
- HOMO (spin up / spin down): -14.315 / -14.288 eV
- Orbital gap (spin up / spin down): 5.96 / 4.75 eV
- 2S+1: 2
- <S²>: 0.760
- Total energy: -32398.8662 eV

```
54
Properties=species:S:1:pos:R:3:forces:R:3
N 2.123715 -0.363672 0.033028 -0.48 0.02 0.10
C 3.036865 -0.573698 0.835456 1.34 -0.45 0.80
O 3.927401 -0.785219 1.576839 -2.29 0.59 -1.77
Hg 0.951213 1.333975 -3.474011 0.37 -0.10 -0.74
Nb 0.225361 -0.066287 -0.491677 0.91 -2.07 1.68
N -0.639061 -1.769081 -1.100951 0.92 2.75 -0.24
N 0.062778 1.766530 -1.409140 -1.29 -0.67 0.87
C -0.437673 -3.126277 -0.583208 0.03 -0.79 0.19
C 0.574414 3.088463 -0.977324 0.50 0.90 -0.04
C 0.654198 -3.788215 -1.425945 0.26 -0.08 -0.07
C -1.739346 -3.923795 -0.707874 -0.18 -0.09 0.07
C -0.005622 -3.084185 0.876385 -0.04 -0.06 0.20
C 0.087802 4.129891 -1.984981 0.06 0.26 0.02
C 0.036484 3.474782 0.405757 -0.05 0.06 0.21
C 2.094980 3.068931 -0.925471 0.19 0.08 0.08
H 0.382119 -3.810819 -2.487641 0.11 -0.18 0.23
H 0.807866 -4.819346 -1.079434 -0.02 0.28 -0.17
H 1.598659 -3.236202 -1.329508 -0.13 -0.17 0.02
H -2.569725 -3.386722 -0.237241 0.06 -0.13 -0.04
H -1.613405 -4.883440 -0.191602 -0.06 0.23 -0.15
H -1.994862 -4.141135 -1.751632 0.02 0.03 0.26
H 0.996203 -2.646480 0.985801 -0.19 -0.10 0.04
H 0.033807 -4.120337 1.241542 0.09 0.39 0.01
H -0.719970 -2.518989 1.488698 0.15 -0.22 -0.11
H 0.445302 3.916723 -3.001486 0.01 0.06 0.07
H 0.483613 5.112389 -1.696697 -0.21 -0.21 -0.15
H -1.006913 4.182180 -2.007575 0.25 0.15 -0.05
H -1.036865 3.696144 0.359381 0.30 0.06 0.23
H 0.561714 4.392317 0.717569 -0.30 -0.37 -0.06
H 0.208438 2.684733 1.148578 0.02 0.32 -0.16
H 2.474697 2.321437 -0.215412 -0.08 0.25 -0.14
H 2.430517 4.068720 -0.607384 0.03 -0.46 -0.13
H 2.545262 2.872721 -1.909529 -0.03 0.04 0.11
C -1.434605 1.719603 -1.441264 0.01 -0.01 -0.74
H -1.805269 0.769476 -0.974167 -0.25 0.24 -0.15
H -1.883107 2.552184 -0.883896 0.20 -0.54 -0.07
H -1.798579 1.749609 -2.479183 -0.10 -0.16 0.43
C -1.340328 -1.704398 -2.392961 -0.34 -0.13 0.00
H -2.435643 -1.714005 -2.257448 0.40 -0.02 -0.03
H -1.074165 -0.793019 -2.948462 -0.04 -0.07 0.02
H -1.054553 -2.568127 -3.010729 -0.10 0.46 0.06
C -0.407905 0.228472 1.391848 0.14 -0.13 1.68
C -0.356847 0.195757 2.650721 -0.14 -0.02 -2.43
C -0.280001 0.129117 4.046851 0.07 -0.02 1.15
C -1.338980 0.608514 4.856834 0.00 -0.01 -0.03
C -1.246733 0.540043 6.245339 0.17 -0.07 -0.21
C -0.108311 -0.012639 6.852019 0.01 -0.01 -0.52
C 0.943015 -0.504458 6.059968 -0.27 0.15 -0.25
C 0.867201 -0.428126 4.670597 -0.06 0.05 -0.02
H -2.221825 1.032410 4.373031 0.26 -0.13 0.24
H -2.067339 0.917232 6.856615 0.26 -0.12 -0.18
H -0.036599 -0.059903 7.938277 -0.04 0.00 -0.29
H 1.821847 -0.946802 6.525652 -0.21 0.14 -0.11
H 1.684761 -0.790177 4.041548 -0.24 0.08 0.30
```
Forces are in eV/Å.


Record 3
The following is a quantum chemistry calculation of an isolated molecule of C19H29N3O3, from the Open Molecules 2025 dataset.

Output
- HOMO: -8.837 eV
- Orbital gap: 9.66 eV
- Relative energy (zero: lowest compared OMol25 entry of this formula, charge and spin): 33.8 kcal/mol
- Total energy: -30788.1113 eV

```
54
Properties=species:S:1:pos:R:3:forces:R:3
C 5.129063 3.028111 0.878845 -0.15 0.39 -0.07
O 5.092640 1.619210 0.686139 0.27 -0.28 0.12
C 4.020623 1.131088 0.073232 -0.20 -0.19 0.05
O 3.098514 1.806085 -0.316285 0.07 0.13 -0.06
C 4.064122 -0.385374 -0.074222 -0.03 0.01 -0.09
N 2.701790 -0.870114 -0.058484 -0.01 0.13 -0.19
C 2.162197 -1.298895 1.131921 -0.17 -0.20 -0.14
O 2.846547 -1.627574 2.081331 0.35 0.00 0.39
N 0.805378 -1.432894 1.156981 -0.39 -0.14 0.16
C -0.158459 -0.876872 0.230961 -0.06 0.27 0.16
C -1.524974 -1.516874 0.467056 0.13 -0.02 -0.42
C -2.551300 -0.920247 -0.490419 -0.01 -0.17 0.29
N -2.648906 0.512483 -0.286639 -0.01 0.07 -0.15
C -3.748457 1.086957 -1.042055 0.07 0.07 0.02
C -5.075703 0.610443 -0.516456 -0.08 0.01 -0.09
C -5.308844 0.601547 0.853785 -0.01 0.02 -0.03
C -6.524180 0.175567 1.355902 -0.01 0.02 0.08
C -7.525188 -0.241051 0.493308 -0.11 -0.05 -0.01
C -7.301497 -0.232907 -0.872085 -0.13 -0.03 -0.02
C -6.081222 0.187548 -1.373648 0.10 0.06 0.01
C -1.382179 1.156274 -0.573929 0.14 0.13 0.24
C -0.306763 0.643583 0.378641 -0.03 -0.08 -0.41
C 4.765892 -0.802280 -1.383636 0.11 -0.11 0.21
C 6.191435 -0.263672 -1.447434 -0.24 0.04 -0.15
C 4.765617 -2.324884 -1.487891 -0.15 0.23 -0.07
H 6.101448 3.251010 1.309614 -0.05 -0.03 -0.02
H 4.330490 3.335787 1.556486 0.07 -0.01 -0.05
H 5.000505 3.545354 -0.074240 0.03 -0.02 0.10
H 4.581768 -0.818233 0.787020 -0.04 0.07 -0.14
H 2.095667 -0.366990 -0.689034 -0.03 0.00 0.07
H 0.449784 -1.695190 2.064295 0.15 -0.01 -0.03
H 0.162367 -1.119076 -0.790857 -0.08 0.01 0.02
H -1.465400 -2.596447 0.323244 0.02 -0.04 0.03
H -1.843677 -1.317700 1.491512 -0.01 -0.01 0.10
H -3.532905 -1.360186 -0.299726 0.08 -0.04 -0.08
H -2.265871 -1.158664 -1.533293 -0.06 0.02 0.02
H -3.696327 2.175131 -0.925591 0.05 -0.06 -0.09
H -3.668128 0.861466 -2.121551 -0.02 0.05 0.07
H -4.520297 0.923869 1.516339 0.09 0.02 0.09
H -6.694562 0.169961 2.422742 -0.01 0.00 0.08
H -8.476007 -0.571854 0.884628 -0.07 -0.03 0.03
H -8.077390 -0.558099 -1.549869 -0.06 -0.03 -0.05
H -5.910282 0.188074 -2.441296 0.04 -0.01 -0.10
H -1.503339 2.233836 -0.438913 0.01 -0.03 -0.09
H -1.063879 0.978072 -1.618973 -0.04 0.05 0.00
H 0.636561 1.153446 0.174786 0.05 -0.01 0.03
H -0.602548 0.868981 1.404552 0.02 -0.01 0.06
H 4.187568 -0.387739 -2.217835 -0.01 0.02 0.02
H 6.691582 -0.647208 -2.333858 0.07 -0.02 -0.06
H 6.205084 0.821949 -1.493471 0.10 0.10 0.00
H 6.753016 -0.576722 -0.570752 0.11 -0.03 0.11
H 5.366660 -2.754164 -0.690304 0.11 -0.10 0.11
H 5.179197 -2.637841 -2.443561 0.07 -0.06 -0.08
H 3.754415 -2.711939 -1.399506 -0.04 -0.11 -0.01
```
Forces are in eV/Å.


Record 4
The following is a quantum chemistry calculation of C19H29N4O2P2Rh as an isolated structure, from the Open Molecules 2025 dataset.

Output
- HOMO (spin up / spin down): -4.278 / -8.609 eV
- Orbital gap (spin up / spin down): 4.19 / 6.56 eV
- Relative energy (zero: lowest compared OMol25 entry of this formula, charge and spin): 2.3 kcal/mol
- 2S+1: 5
- <S²>: 6.029
- Total energy: -51809.8193 eV

```
57
Properties=species:S:1:pos:R:3:forces:R:3
C -0.955888 3.188354 -2.902990 -1.35 -1.59 1.53
C -1.005565 2.268341 -1.853958 -1.24 1.71 -2.38
N 0.123784 1.927084 -1.213277 -1.07 -1.66 2.19
C 1.329096 2.444216 -1.484887 1.69 2.06 -1.49
C 1.382831 3.475635 -2.410019 1.42 -0.90 0.80
C 0.256281 3.861790 -3.129289 -0.37 1.09 -1.43
C -2.330871 1.780190 -1.297464 0.41 0.37 0.71
P -2.112184 0.448605 -0.013616 -2.82 0.10 -1.44
Rh -0.019417 0.765385 0.496703 1.21 0.54 -0.73
P 2.223083 0.329952 0.132024 1.85 -0.51 -1.46
C 2.512700 1.977436 -0.653019 -0.22 0.16 -0.10
C -0.022149 -1.920298 1.560360 0.47 -0.50 -0.68
C -0.710761 -1.753434 2.732759 -0.21 -0.09 0.37
C -0.752437 -2.758260 3.686204 0.21 0.08 -0.24
C -0.047140 -3.935063 3.438486 -0.34 -0.09 0.48
C 0.655476 -4.120733 2.249799 0.39 0.34 -0.58
C 0.709699 -3.092889 1.278321 -1.05 0.06 1.09
O -2.378906 -1.199857 -6.087105 -0.62 0.51 0.88
O 2.168386 -1.419109 -4.078124 0.16 -1.07 -0.45
H -1.908766 3.390967 -3.418035 0.70 0.18 0.14
H 2.342736 3.964524 -2.574657 -0.18 -0.06 -0.06
H 0.274749 4.642703 -3.899774 0.28 -0.37 0.45
C -3.260252 1.091850 1.241417 -0.16 -0.05 0.72
C -2.858719 -1.117788 -0.586231 -0.21 -0.29 -0.09
H 3.390623 1.932479 -1.295694 0.21 0.07 0.17
H 2.700223 2.660591 0.180387 0.06 0.15 -0.01
H -2.999396 1.511199 -2.089007 -0.48 -0.33 -0.50
H -2.841729 2.601330 -0.735563 0.45 -0.43 -0.37
C 3.265859 0.215235 1.633456 -0.15 0.08 -0.04
C 3.124161 -0.779550 -1.035139 0.07 -0.42 -0.08
H -1.202018 -0.795977 2.846422 -0.25 -0.06 0.38
H -1.333788 -2.597569 4.583756 0.14 -0.21 0.15
H -0.073199 -4.713248 4.209526 0.09 0.17 -0.46
H 1.166515 -5.076562 2.080627 -0.16 0.47 0.02
H 1.218233 -3.221521 0.332546 0.07 -0.04 0.03
H 1.287284 -1.047606 -4.023394 -0.26 0.09 -0.13
H 2.065341 -2.296490 -4.512346 0.03 1.01 0.45
H -2.128459 -1.131716 -5.138743 -0.34 0.01 -1.00
H -3.232595 -0.714706 -6.159409 0.96 -0.51 0.13
H -0.158767 -1.053920 0.866457 0.50 -1.88 0.27
H -4.226128 1.436834 0.862784 0.15 -0.15 -0.32
H -3.463884 0.346697 2.006913 0.05 -0.18 0.08
H -2.790437 1.936045 1.751703 0.06 -0.02 -0.11
H -3.957561 -1.118341 -0.608895 0.27 0.22 -0.03
H -2.484489 -1.377978 -1.584734 -0.02 0.13 0.22
H -2.547004 -1.915612 0.099457 0.01 0.16 -0.10
H 4.202117 -0.518179 -1.064846 -0.61 0.15 -0.06
H 3.096857 -1.816557 -0.675440 -0.17 0.17 0.02
H 2.698014 -0.784316 -2.057655 0.28 0.18 0.64
H 4.324976 0.020246 1.395376 -0.45 0.16 0.03
H 3.157487 1.152762 2.193337 0.09 -0.31 0.00
H 2.865782 -0.616898 2.229982 0.18 0.25 -0.03
N 0.310785 1.610561 2.160965 0.05 0.56 1.46
C 0.386603 1.888225 3.294836 0.31 0.72 1.56
N 0.533621 2.396222 4.445832 -0.02 0.44 -1.20
C 0.420625 1.808029 5.603462 -0.29 -1.92 2.79
N 0.332384 1.294591 6.661611 0.18 1.23 -2.20
```
Forces are in eV/Å.